[1]
11
Properties=species:S:1:pos:R:3 method="wB97M-V/def2-TZVPD" gap_ev="6.70 / 6.83" max_force_ha_per_bohr=0.1274 e_above_lowest_kj_mol=174.97 multiplicity=5 charge=+2 homo_energy_ev="-16.570 / -16.571" e_tot_ha=-903.04379
C -3.038 0.249 1.302
C -2.664 -0.015 -0.030
O -1.433 0.218 -0.401
C 0.129 0.741 0.601
O -0.159 0.725 1.792
O 1.021 0.305 -0.071
H -3.124 -0.643 1.933
H -3.307 -0.477 -0.791
H -3.963 0.832 1.364
Nd 0.923 -1.763 -1.961
H -1.644 0.511 1.923


[2]
14
Properties=species:S:1:pos:R:3 method="wB97M-V/def2-TZVPD" gap_ev=8.99 max_force_ha_per_bohr=0.1445 e_above_lowest_kj_mol=623.57 multiplicity=1 smiles="N[C@H]1C=NN=C1NO" homo_energy_ev=-8.857 e_tot_ha=-411.97143
N 1.649 -1.383 -0.177
C 0.841 -0.299 0.283
C 1.243 1.354 0.124
N 0.321 2.120 -0.082
N -0.905 1.335 -0.226
C -0.533 0.112 -0.122
N -1.811 -0.771 0.092
O -3.116 0.001 0.047
H 1.457 -1.588 -1.188
H 2.681 -1.341 0.227
H 0.570 -0.514 1.306
H 2.289 1.558 0.092
H -1.873 -1.650 -0.330
H -2.814 1.067 -0.048


[3]
67
Properties=species:S:1:pos:R:3 method="wB97M-V/def2-TZVPD" gap_ev=9.64 max_force_ha_per_bohr=0.0190 e_above_lowest_kj_mol=28.05 multiplicity=1 smiles="CCCCCCCCCCCCCCCC(=O)OC[C@H](O)[C@H]1OC(=O)C(O)=C1O" homo_energy_ev=-8.997 e_tot_ha=-1387.80466
C 4.533 -1.857 -0.097
C 5.027 -1.717 1.339
C 4.166 -0.773 2.179
C 2.778 -1.337 2.478
C 1.968 -0.444 3.423
C 1.467 0.857 2.790
C 0.383 0.619 1.742
C -0.239 1.903 1.195
C 0.759 2.820 0.488
C 0.054 3.745 -0.508
C -0.373 3.014 -1.794
C -1.865 3.142 -2.102
C -2.221 2.705 -3.524
C -1.935 1.238 -3.853
C -2.846 0.252 -3.120
C -2.407 -0.031 -1.713
O -1.265 -0.080 -1.329
O -3.460 -0.281 -0.917
C -3.209 -0.666 0.425
C -3.472 -2.167 0.654
O -3.615 -2.441 2.016
C -2.372 -3.082 0.056
O -2.321 -3.011 -1.355
C -1.070 -2.683 -1.768
O -0.749 -2.578 -2.921
C -0.225 -2.501 -0.581
O 1.080 -2.148 -0.661
C -0.981 -2.723 0.505
O -0.689 -2.655 1.822
H 3.542 -2.299 -0.129
H 5.208 -2.491 -0.667
H 4.492 -0.882 -0.578
H 5.052 -2.701 1.813
H 6.050 -1.334 1.324
H 4.677 -0.580 3.126
H 4.073 0.179 1.653
H 2.899 -2.319 2.944
H 2.241 -1.474 1.539
H 1.106 -1.003 3.800
H 2.593 -0.198 4.285
H 1.055 1.490 3.580
H 2.303 1.393 2.342
H -0.411 0.021 2.201
H 0.792 0.058 0.900
H -0.729 2.452 2.003
H -1.006 1.618 0.475
H 1.295 3.420 1.226
H 1.494 2.218 -0.049
H 0.724 4.569 -0.762
H -0.820 4.181 -0.019
H -0.128 1.956 -1.701
H 0.192 3.408 -2.642
H -2.441 2.557 -1.381
H -2.166 4.187 -1.989
H -1.656 3.325 -4.225
H -3.283 2.902 -3.697
H -2.075 1.098 -4.926
H -0.899 0.994 -3.619
H -3.884 0.585 -3.112
H -2.801 -0.717 -3.627
H -2.178 -0.408 0.693
H -3.908 -0.106 1.052
H -4.424 -2.425 0.177
H -2.748 -2.376 2.441
H -2.630 -4.111 0.345
H 1.261 -1.935 -1.589
H 0.231 -2.369 1.928


[4]
86
Properties=species:S:1:pos:R:3 method="wB97M-V/def2-TZVPD" gap_ev="3.63 / 4.03" max_force_ha_per_bohr=0.0949 e_above_lowest_kj_mol=360.13 multiplicity=3 charge=-1 homo_energy_ev="-1.758 / -2.153" e_tot_ha=-3457.74129
C -3.876 3.491 0.477
C -3.983 1.989 0.617
H -4.613 3.830 -0.269
H -2.865 3.795 0.140
H -4.097 3.991 1.428
C -5.200 1.297 0.862
C -6.484 1.879 0.495
H -5.144 0.254 1.154
H -6.334 2.525 -0.390
H -6.926 2.496 1.299
H -7.191 1.072 0.250
Pt 0.695 0.397 -0.434
Cl 1.188 1.249 1.694
Cl 2.756 2.913 -3.058
H 6.013 -0.949 -1.659
H 6.568 1.088 -0.142
C 4.993 -0.603 -1.830
C 5.706 1.529 -0.648
N 4.703 0.518 -0.949
H 4.273 -1.406 -1.635
C 3.448 0.669 -0.608
O 2.629 -0.244 -1.003
H 5.268 2.292 0.004
H 3.139 1.531 0.014
H 4.914 -0.286 -2.881
H 6.068 2.015 -1.559
H -2.699 1.498 -2.713
H -4.262 -0.986 -1.864
C -2.544 0.720 -3.472
C -3.685 -1.332 -2.735
N -2.434 -0.591 -2.848
H -1.668 0.953 -4.077
C -1.296 -1.104 -2.379
O -0.182 -0.483 -2.320
H -3.474 -2.403 -2.624
H -1.370 -2.167 -2.091
H -3.429 0.685 -4.113
H -4.284 -1.155 -3.637
O -3.268 1.359 -0.392
C -2.683 1.218 1.003
C -3.241 -1.313 1.084
C -2.651 -0.128 1.603
H -3.681 -1.344 0.081
C -3.325 -2.478 1.867
H -1.781 1.844 1.217
C -1.986 -0.262 2.850
H -3.858 -3.370 1.499
C -2.760 -2.528 3.149
C -2.068 -1.410 3.636
H -1.437 0.604 3.224
H -2.855 -3.419 3.780
H -1.613 -1.413 4.637
Si 0.795 3.653 -2.507
Cl -0.715 2.006 -0.728
C 0.079 2.749 -4.054
C 1.635 4.322 -0.881
C 0.219 5.399 -2.996
H 0.213 1.672 -4.000
H 0.624 3.104 -4.932
H -0.971 2.988 -4.208
H -0.661 5.343 -3.644
H 1.059 5.854 -3.532
H -0.016 5.986 -2.100
H 1.943 3.540 -0.182
H 0.969 5.008 -0.348
H 2.537 4.907 -1.134
N 6.721 -6.123 4.938
C 5.806 -5.572 4.437
C 4.695 -4.907 3.829
C 4.728 -3.515 3.679
C 3.663 -2.863 3.066
C 2.585 -3.635 2.609
C 2.520 -5.017 2.773
C 3.594 -5.648 3.388
N 1.627 -3.010 1.803
C 0.521 -3.570 1.137
C -0.003 -2.607 0.321
N 0.818 -1.496 0.445
C 1.728 -1.731 1.382
H 5.577 -2.933 4.027
H 3.696 -1.782 2.932
H 1.667 -5.573 2.393
H 3.572 -6.727 3.516
H 0.187 -4.574 1.304
H -0.894 -2.610 -0.283
H 2.368 -0.969 1.820


[5]
52
Properties=species:S:1:pos:R:3 method="wB97M-V/def2-TZVPD" gap_ev=5.63 max_force_ha_per_bohr=0.0286 e_above_lowest_kj_mol=0.00 multiplicity=1 charge=+2 homo_energy_ev=-12.331 e_tot_ha=-5360.22185
Sn -1.028 0.588 -0.517
C 0.781 -2.517 -3.502
C 0.493 -1.543 -2.408
N -0.585 -1.450 -1.733
N -1.648 -2.272 -1.940
C -2.437 -2.627 -0.878
N -3.458 -3.424 -1.174
S -2.105 -2.107 0.671
C 1.549 -0.564 -2.019
C 2.810 -0.591 -2.586
C 3.770 0.316 -2.149
C 3.437 1.228 -1.165
C 2.152 1.199 -0.649
N 1.237 0.323 -1.057
H -0.065 -3.144 -3.763
H 1.082 -1.979 -4.402
H 1.602 -3.174 -3.210
H -1.701 -2.787 -2.807
H -3.674 -3.726 -2.111
H -4.057 -3.733 -0.426
H 3.052 -1.306 -3.358
H 4.762 0.305 -2.579
H 4.148 1.955 -0.801
H 1.840 1.909 0.107
Te -3.610 0.733 0.095
Te -4.608 2.864 -1.155
Te -3.427 2.421 -3.607
Te -0.846 1.805 -3.045
Br 1.602 -4.794 4.297
C 1.092 -3.193 3.459
C 1.564 -2.905 2.184
C 1.181 -1.734 1.557
C 0.349 -0.841 2.216
C -0.131 -1.135 3.486
C 0.241 -2.314 4.111
N -0.054 0.387 1.586
C 0.077 1.461 2.263
C -0.343 2.755 1.735
C -0.347 3.889 2.521
C -0.819 5.076 1.965
C -1.256 5.069 0.657
C -1.202 3.886 -0.074
N -0.756 2.752 0.457
H 2.227 -3.599 1.687
H 1.546 -1.517 0.563
H -0.829 -0.466 3.974
H -0.138 -2.552 5.095
H 0.516 1.429 3.258
H 0.002 3.844 3.544
H -0.842 5.984 2.552
H -1.632 5.966 0.185
H -1.512 3.852 -1.110


[6]
168
Properties=species:S:1:pos:R:3 method="wB97M-V/def2-TZVPD" gap_ev=5.37 max_force_ha_per_bohr=0.3678 e_above_lowest_kj_mol=4998.08 multiplicity=1 homo_energy_ev=-5.307 e_tot_ha=-3330.76135
C 1.782 0.981 3.118
O 2.547 2.172 3.489
C 3.645 1.884 4.242
C 4.394 3.230 4.261
N 5.040 3.574 3.027
C 5.426 4.959 3.090
C 4.348 5.959 2.439
O 4.318 5.687 1.062
C 3.584 6.684 0.336
H 0.845 1.311 2.670
H 1.697 0.193 3.867
H 2.291 0.580 2.241
H 4.275 1.156 3.730
H 3.432 1.580 5.266
H 5.123 3.373 5.060
H 3.676 4.040 4.388
H 4.345 3.407 2.313
H 6.128 5.104 2.269
H 5.803 5.393 4.016
H 4.597 7.003 2.632
H 3.406 5.794 2.961
H 3.940 7.634 0.734
H 2.521 6.805 0.544
H 3.741 6.662 -0.743
C -3.197 0.194 1.393
O -3.789 -0.052 0.124
C -4.851 0.915 -0.080
C -5.607 0.465 -1.344
N -4.812 0.632 -2.563
C -5.647 0.704 -3.764
C -6.159 -0.739 -4.182
O -5.233 -1.809 -4.561
C -4.379 -1.484 -5.649
H -2.546 -0.629 1.686
H -4.033 0.240 2.091
H -2.595 1.102 1.365
H -4.470 1.916 -0.284
H -5.530 1.056 0.761
H -6.531 1.036 -1.431
H -5.880 -0.571 -1.148
H -4.133 -0.103 -2.694
H -5.053 1.221 -4.517
H -6.369 1.497 -3.570
H -7.035 -0.684 -4.828
H -6.744 -1.175 -3.373
H -3.592 -2.238 -5.653
H -3.772 -0.584 -5.556
H -5.021 -1.453 -6.529
C 2.118 -2.410 -0.601
O 2.408 -1.100 -0.353
C 3.539 -0.644 -1.043
C 3.401 0.833 -1.301
N 3.171 1.748 -0.166
C 4.325 1.912 0.672
C 5.376 2.979 0.146
O 5.908 2.654 -1.065
C 7.144 3.151 -1.340
H 2.998 -3.052 -0.584
H 1.695 -2.607 -1.587
H 1.529 -2.888 0.181
H 3.478 -1.094 -2.034
H 4.404 -0.850 -0.412
H 2.588 1.082 -1.983
H 4.315 1.121 -1.821
H 2.467 1.371 0.452
H 4.832 0.964 0.849
H 3.995 2.360 1.609
H 6.183 3.032 0.877
H 4.994 3.997 0.065
H 7.332 4.223 -1.399
H 7.384 2.764 -2.331
H 7.907 2.689 -0.714
C -0.479 3.066 1.128
O -1.811 3.252 1.434
C -2.318 4.527 1.155
C -3.867 4.529 1.168
N -4.418 4.497 2.530
C -4.151 3.225 3.304
C -4.969 2.143 2.689
O -6.276 2.268 3.124
C -7.362 1.654 2.370
H 0.064 3.996 1.296
H -0.304 2.702 0.115
H 0.024 2.358 1.787
H -2.099 4.890 0.151
H -1.903 5.163 1.937
H -4.355 3.840 0.479
H -4.123 5.493 0.729
H -5.420 4.383 2.473
H -4.423 3.115 4.354
H -3.074 3.101 3.186
H -4.549 1.190 3.010
H -4.871 2.030 1.610
H -7.457 0.643 2.767
H -7.109 1.609 1.311
H -8.264 2.255 2.486
C -1.445 -9.152 -4.423
O -2.664 -8.482 -4.011
C -2.907 -7.138 -4.408
C -1.827 -6.258 -3.746
N -2.005 -4.792 -3.807
C -3.189 -4.258 -3.038
C -3.329 -2.713 -2.938
O -2.787 -2.086 -1.675
C -2.904 -0.675 -1.683
H -1.434 -9.067 -5.510
H -1.504 -10.210 -4.166
H -0.534 -8.635 -4.121
H -3.855 -6.872 -3.941
H -2.932 -6.946 -5.481
H -0.919 -6.481 -4.307
H -1.673 -6.504 -2.695
H -2.212 -4.673 -4.788
H -3.233 -4.742 -2.062
H -4.104 -4.729 -3.397
H -4.390 -2.558 -2.743
H -2.980 -2.178 -3.821
H -2.515 -0.262 -0.753
H -3.938 -0.370 -1.842
H -2.285 -0.217 -2.454
C 0.793 -0.853 1.822
O 1.882 -1.673 1.751
C 1.728 -2.929 2.387
C 3.079 -3.273 3.061
N 3.780 -2.263 3.820
C 5.217 -2.552 4.099
C 5.320 -3.931 4.860
O 6.679 -3.956 5.297
C 6.924 -4.992 6.259
H 0.965 0.142 1.410
H 0.532 -0.810 2.879
H -0.028 -1.196 1.192
H 1.354 -3.653 1.663
H 1.017 -2.913 3.213
H 3.790 -3.491 2.264
H 2.855 -4.065 3.776
H 3.638 -1.416 3.290
H 5.470 -1.725 4.762
H 5.938 -2.433 3.290
H 4.943 -4.852 4.415
H 4.620 -3.754 5.676
H 7.910 -4.956 6.723
H 6.732 -6.025 5.969
H 6.188 -4.695 7.006
C -2.294 1.119 -3.953
O -3.056 1.568 -4.790
N -1.066 0.767 -4.092
N -2.670 0.840 -2.708
H -0.559 0.532 -3.251
H -0.645 1.016 -4.976
H -3.640 0.941 -2.447
H -1.975 0.551 -2.035
C 0.318 -0.691 -2.897
O 0.032 0.168 -2.207
N 0.372 -1.922 -2.506
N 0.627 -0.615 -4.157
H 0.585 -2.640 -3.184
H 0.005 -2.212 -1.611
H 0.916 -1.476 -4.598
H 0.466 0.227 -4.691
C -0.010 0.294 0.470
O 0.372 0.868 1.481
N -1.268 0.337 0.005
N 0.805 -0.305 -0.361
H -1.565 -0.291 -0.729
H -1.890 1.083 0.282
H 1.797 -0.320 -0.173
H 0.680 -0.363 -1.362


[7]
21
Properties=species:S:1:pos:R:3 method="wB97M-V/def2-TZVPD" gap_ev=6.91 max_force_ha_per_bohr=0.1154 e_above_lowest_kj_mol=78.60 multiplicity=1 charge=-1 homo_energy_ev=-3.940 e_tot_ha=-1311.26152
C 2.513 1.275 0.951
C 2.205 -0.073 0.932
C 1.610 2.237 0.784
C 0.898 -0.453 0.516
C 0.298 1.868 0.439
C 0.056 0.527 0.251
C -1.121 -2.456 -1.176
C -1.919 -0.226 -0.283
N -1.500 -1.194 -1.331
O -0.620 -3.086 -2.127
O -1.235 -3.003 0.012
S -2.764 -0.835 1.171
S -2.634 1.331 -0.973
H 3.493 1.615 1.183
H 2.999 -0.783 1.056
H 1.794 3.352 0.972
H 0.662 -1.459 0.368
H -0.461 2.659 0.361
H -1.010 -0.534 -2.029
H -1.729 -2.343 0.662
H -1.535 1.581 -1.738


What did the fourth record say?
86
Properties=species:S:1:pos:R:3 method="wB97M-V/def2-TZVPD" gap_ev="3.63 / 4.03" max_force_ha_per_bohr=0.0949 e_above_lowest_kj_mol=360.13 multiplicity=3 charge=-1 homo_energy_ev="-1.758 / -2.153" e_tot_ha=-3457.74129
C -3.876 3.491 0.477
C -3.983 1.989 0.617
H -4.613 3.830 -0.269
H -2.865 3.795 0.140
H -4.097 3.991 1.428
C -5.200 1.297 0.862
C -6.484 1.879 0.495
H -5.144 0.254 1.154
H -6.334 2.525 -0.390
H -6.926 2.496 1.299
H -7.191 1.072 0.250
Pt 0.695 0.397 -0.434
Cl 1.188 1.249 1.694
Cl 2.756 2.913 -3.058
H 6.013 -0.949 -1.659
H 6.568 1.088 -0.142
C 4.993 -0.603 -1.830
C 5.706 1.529 -0.648
N 4.703 0.518 -0.949
H 4.273 -1.406 -1.635
C 3.448 0.669 -0.608
O 2.629 -0.244 -1.003
H 5.268 2.292 0.004
H 3.139 1.531 0.014
H 4.914 -0.286 -2.881
H 6.068 2.015 -1.559
H -2.699 1.498 -2.713
H -4.262 -0.986 -1.864
C -2.544 0.720 -3.472
C -3.685 -1.332 -2.735
N -2.434 -0.591 -2.848
H -1.668 0.953 -4.077
C -1.296 -1.104 -2.379
O -0.182 -0.483 -2.320
H -3.474 -2.403 -2.624
H -1.370 -2.167 -2.091
H -3.429 0.685 -4.113
H -4.284 -1.155 -3.637
O -3.268 1.359 -0.392
C -2.683 1.218 1.003
C -3.241 -1.313 1.084
C -2.651 -0.128 1.603
H -3.681 -1.344 0.081
C -3.325 -2.478 1.867
H -1.781 1.844 1.217
C -1.986 -0.262 2.850
H -3.858 -3.370 1.499
C -2.760 -2.528 3.149
C -2.068 -1.410 3.636
H -1.437 0.604 3.224
H -2.855 -3.419 3.780
H -1.613 -1.413 4.637
Si 0.795 3.653 -2.507
Cl -0.715 2.006 -0.728
C 0.079 2.749 -4.054
C 1.635 4.322 -0.881
C 0.219 5.399 -2.996
H 0.213 1.672 -4.000
H 0.624 3.104 -4.932
H -0.971 2.988 -4.208
H -0.661 5.343 -3.644
H 1.059 5.854 -3.532
H -0.016 5.986 -2.100
H 1.943 3.540 -0.182
H 0.969 5.008 -0.348
H 2.537 4.907 -1.134
N 6.721 -6.123 4.938
C 5.806 -5.572 4.437
C 4.695 -4.907 3.829
C 4.728 -3.515 3.679
C 3.663 -2.863 3.066
C 2.585 -3.635 2.609
C 2.520 -5.017 2.773
C 3.594 -5.648 3.388
N 1.627 -3.010 1.803
C 0.521 -3.570 1.137
C -0.003 -2.607 0.321
N 0.818 -1.496 0.445
C 1.728 -1.731 1.382
H 5.577 -2.933 4.027
H 3.696 -1.782 2.932
H 1.667 -5.573 2.393
H 3.572 -6.727 3.516
H 0.187 -4.574 1.304
H -0.894 -2.610 -0.283
H 2.368 -0.969 1.820